Entry 1:
C4H38O14 | ωB97M-V with the def2-TZVPD basis set

Values from the calculation:
- ⟨S²⟩ = 0.7537
- LUMO level (alpha / beta) (eV) = -2.736 / -9.823
- gap between HOMO and LUMO (alpha / beta) (eV) = 10.83 / 3.74
- 2S+1 = 2
- E_HOMO (alpha / beta) (eV) = -13.567 / -13.565
- ΔE to the lowest compared entry with this formula, charge and spin (kcal/mol) = 54.5
- charge = +1

Structure (XYZ):
```
56
C4H38O14, DFT ωB97M-V with the def2-TZVPD basis set
C 1.9990 0.4031 1.9414
C 0.8298 -0.0127 -1.7496
C 1.4399 -0.4010 -0.4352
C 1.1082 0.5844 0.7368
H 2.1412 1.2437 2.5319
H 2.9553 -0.0446 1.6875
H 1.5893 -0.3129 2.6850
H 1.3713 0.7544 -2.4206
H -0.1186 0.6647 -1.4319
H 0.5122 -1.0243 -2.3224
H 2.5620 -0.4106 -0.2650
H 1.0845 -1.4088 -0.2631
H 1.3905 1.6248 0.5126
H 0.1097 0.5922 1.0159
H -3.6701 0.7197 1.8308
H -3.4089 0.8808 3.3056
O -3.9192 0.2910 2.7110
H -0.7422 3.4299 0.5344
H -1.2913 3.3914 1.9498
O -1.6573 3.4206 1.0588
H 0.9157 3.8188 -1.6239
H 1.6599 2.5823 -1.1414
O 0.7704 3.0432 -1.0942
H 2.6001 2.4240 -2.9208
H 3.7513 2.9205 -2.1784
O 2.8149 3.2049 -2.4471
H -1.6426 -2.8629 -0.1218
H -2.4782 -3.9099 -0.9591
O -1.7808 -3.1991 -0.9451
H 2.8409 -2.2345 1.1068
H 3.9378 -3.0873 1.0226
O 3.6727 -2.1950 0.7384
H -1.9418 -1.5274 -2.1220
H -2.8548 -0.4310 -2.7319
O -2.2961 -1.1162 -2.8307
H -1.0785 2.6528 -2.0521
H -2.5427 2.9302 -2.0715
O -1.9100 2.3049 -2.2080
H -0.0217 -2.3102 1.9463
H 0.6748 -3.3411 1.1506
O 0.7772 -2.8068 1.9632
H -3.2553 -1.2713 1.5392
H -2.2038 -0.5603 0.7955
O -2.4127 -1.4720 1.2452
H 0.8909 -4.5543 -1.1223
H 0.0859 -3.2363 -1.0932
O 0.8056 -3.6807 -0.6202
H -0.2488 0.9459 4.5749
H -1.1359 -0.0640 3.6099
O -1.1261 0.6967 4.2219
H -2.2320 1.7853 0.7167
H -2.1493 1.2784 -0.8934
O -2.2026 1.0030 0.0966
H 3.4996 -0.6230 -1.5979
H 4.3412 -0.4960 -2.8169
O 3.6940 -0.0410 -2.3059
```

---

Entry 2:
BrF2N | ωB97M-V with the def2-TZVPD basis set

Values from the calculation:
- LUMO level (alpha / beta) (eV) = -4.035 / -4.048
- gap between HOMO and LUMO (alpha / beta) (eV) = 6.67 / 6.64
- E_HOMO (alpha / beta) (eV) = -10.700 / -10.688
- ΔE to the lowest compared entry with this formula, charge and spin (kcal/mol) = 64.4

Structure (XYZ):
```
4
BrF2N, DFT ωB97M-V with the def2-TZVPD basis set
N -0.2051 0.5314 -0.3986
F -0.0625 1.2232 0.7252
F 1.6671 -1.0208 -0.0578
Br -1.3996 -0.7338 -0.2688
```

---

Entry 3:
NO5P | ωB97M-V with the def2-TZVPD basis set

Values from the calculation:
- LUMO level (eV) = 7.098
- gap between HOMO and LUMO (eV) = 6.16
- E_HOMO (eV) = 0.934
- ΔE to the lowest compared entry with this formula, charge and spin (kcal/mol) = 91.2
- SMILES = O=[N+]([O-])P(=O)([O-])[O-]
- charge = -2

Structure (XYZ):
```
7
NO5P, DFT ωB97M-V with the def2-TZVPD basis set
O 1.6282 -1.0579 0.1710
N 1.0301 -0.0065 -0.0738
O 1.6433 0.9906 -0.4890
P -0.7421 0.1686 0.1451
O -1.4469 -1.5242 -0.9068
O -1.1478 1.4625 -0.4577
O -0.9647 -0.0332 1.6112
```

---

Entry 4:
C39H50BiBrN4O7 | ωB97M-V with the def2-TZVPD basis set

Values from the calculation:
- LUMO level (eV) = -5.333
- gap between HOMO and LUMO (eV) = 7.59
- E_HOMO (eV) = -12.921
- charge = +2

Structure (XYZ):
```
102
C39H50BiBrN4O7, DFT ωB97M-V with the def2-TZVPD basis set
Bi -0.1676 -0.2403 -0.0413
C -0.9662 -4.1096 4.1396
N -1.5915 -3.3389 3.0703
C -2.8829 -3.8242 2.6005
C -1.0389 -2.2615 2.5257
O -1.5591 -1.6337 1.5911
C 0.2994 -1.7880 3.0927
O 0.6462 -0.5088 2.5559
C 0.3414 0.5815 3.4072
C -0.7508 1.4491 2.8026
O -1.1365 1.2153 1.6472
N -1.2391 2.4505 3.5201
C -2.2972 3.2981 2.9793
C -0.8370 2.7428 4.8918
H -1.2173 -5.1590 3.9968
H 0.1166 -4.0303 4.1085
H -1.3313 -3.7975 5.1193
H -2.7564 -4.7657 2.0646
H -3.5338 -3.9928 3.4578
H -3.3281 -3.0855 1.9426
H 0.2830 -1.7357 4.1814
H 1.0756 -2.4848 2.7853
H 0.0219 0.2244 4.3872
H 1.2478 1.1771 3.5502
H -2.6498 2.8862 2.0393
H -3.1205 3.3401 3.6916
H -1.9150 4.3069 2.8206
H 0.1476 2.3457 5.1173
H -0.7922 3.8234 5.0168
H -1.5626 2.3403 5.6000
C -1.5126 0.7029 -4.0701
C -1.4235 -0.5183 -3.1850
C -0.1799 -1.1806 -3.0986
C 1.0279 -0.6089 -3.8010
C -0.1080 -2.4406 -2.4860
C 1.1080 -3.3082 -2.6681
C -1.2185 -2.9621 -1.7998
C -1.0775 -4.3223 -1.1659
C -2.4227 -2.2478 -1.7898
C -3.6439 -2.7500 -1.0622
C -2.5473 -1.0701 -2.5529
C -3.9421 -0.5228 -2.7563
H -0.9109 1.5316 -3.6904
H -2.5261 1.0649 -4.1946
H -1.1342 0.4720 -5.0667
H 1.1976 -1.1082 -4.7579
H 1.9280 -0.7337 -3.2018
H 0.9181 0.4516 -4.0073
H 0.9201 -4.0077 -3.4882
H 1.3270 -3.9087 -1.7908
H 1.9979 -2.7451 -2.9287
H -0.3992 -4.2821 -0.3114
H -0.6506 -5.0286 -1.8784
H -2.0213 -4.7425 -0.8390
H -4.4281 -3.0396 -1.7641
H -4.0601 -1.9730 -0.4195
H -3.4348 -3.6036 -0.4304
H -4.4936 -1.1685 -3.4437
H -3.9654 0.4760 -3.1773
H -4.5157 -0.5029 -1.8299
O 3.6035 6.0421 0.0105
C 4.2429 4.8214 0.3000
C 3.2087 3.7335 0.3070
C 3.4584 2.5076 0.9127
C 2.5036 1.5179 0.8364
N 1.3212 1.6930 0.2337
C 1.0516 2.8867 -0.3179
C 1.9807 3.9151 -0.3101
C -0.3093 3.0640 -0.8867
C -0.7972 4.2967 -1.2831
C -2.1241 4.4124 -1.6855
C -2.6451 5.7476 -2.1500
O -2.0482 6.7754 -1.3804
C -2.9210 3.2798 -1.6330
C -2.3508 2.0803 -1.2436
N -1.0720 1.9658 -0.9108
H 4.2599 6.7433 -0.0510
H 4.7540 4.8410 1.2682
H 4.9895 4.5689 -0.4642
H 4.3893 2.3104 1.4270
H 2.6830 0.5413 1.2632
H 1.7644 4.8662 -0.7697
H -0.1809 5.1817 -1.2513
H -3.7349 5.7643 -2.0990
H -2.3647 5.8784 -3.2018
H -2.7201 7.3952 -1.0847
H -3.9712 3.3169 -1.8915
H -2.9402 1.1790 -1.1899
Br 7.4605 -4.7960 -0.6320
C 5.8115 -3.9139 -0.4443
C 5.6587 -2.6356 -0.9655
C 4.4435 -1.9894 -0.8250
C 3.3897 -2.6179 -0.1682
C 3.5561 -3.9012 0.3472
C 4.7665 -4.5542 0.2115
C 2.0875 -1.9399 -0.0199
O 1.1081 -2.4710 0.5315
O 1.9513 -0.7622 -0.5358
H 6.4829 -2.1592 -1.4761
H 4.3064 -0.9964 -1.2321
H 2.7269 -4.3862 0.8448
H 4.9054 -5.5512 0.6032
```

---

Entry 5:
C10H21ClGaI2N3OP2 | ωB97M-V with the def2-TZVPD basis set

Values from the calculation:
- LUMO level (alpha / beta) (eV) = -9.698 / -9.794
- gap between HOMO and LUMO (alpha / beta) (eV) = 4.88 / 4.79
- E_HOMO (alpha / beta) (eV) = -14.581 / -14.584
- charge = +2

Structure (XYZ):
```
41
C10H21ClGaI2N3OP2, DFT ωB97M-V with the def2-TZVPD basis set
I 0.0127 1.5829 -1.8966
I -0.0405 -2.1277 -1.1980
Ga -0.1120 0.2851 1.2934
P -2.3186 -0.1913 0.3709
C -2.8311 -0.4244 -1.3854
C -3.0225 -1.6867 1.1459
H -3.2012 1.5104 1.8639
H -4.4849 0.6670 0.9133
H -3.4665 1.9328 0.1374
C -3.4862 1.1207 0.8772
H -2.6671 -1.7620 2.1823
H -4.1169 -1.5735 1.1269
H -3.9272 -0.5749 -1.3660
H -2.3431 -1.3264 -1.8174
H -2.7186 -2.5846 0.5880
H -2.5642 0.4670 -1.9790
C 0.1012 -0.5273 -3.1723
O 0.4082 -0.7713 -4.2612
Cl -0.1525 0.8680 3.3664
C 5.1451 0.7250 1.4880
N 4.5679 -0.6365 1.4617
C 4.9088 -1.3130 0.1958
N 4.5167 -0.5000 -0.9841
C 5.1442 0.8214 -0.8986
N 4.7512 1.5538 0.3371
C 3.3437 1.9302 0.3517
P 2.2499 0.3572 0.3782
C 3.1405 -0.6252 1.7102
C 3.0755 -0.3977 -1.1634
H 6.2475 0.6126 1.4669
H 4.8070 1.2211 2.4003
H 4.3761 -2.2778 0.1498
H 6.0050 -1.4642 0.1531
H 4.8400 1.4043 -1.7718
H 6.2440 0.6613 -0.8698
H 3.1017 2.5233 1.2457
H 3.0799 2.5338 -0.5244
H 2.7587 -1.6567 1.7288
H 2.9365 -0.1745 2.6873
H 2.8732 0.2526 -2.0314
H 2.6469 -1.3861 -1.3717
```